ORCA calculation (the ωB97M-V functional and the def2-TZVPD basis) on one molecule with the formula C2H3NO2S in a non-equilibrium geometry.

```
! RIJCOSX wB97M-V def2-TZVPD def2/J DEFGRID3
* xyz 0 1
C 0.06999 0.28249 -0.09960
C 0.38571 -0.76292 0.88717
H -2.33580 1.05690 -2.40887
H 0.86861 1.01024 -0.21820
H 1.78755 -1.14164 2.10984
N -0.99775 0.31023 -0.78502
O 1.60071 -0.44214 1.44702
O -0.24815 -1.75731 1.12910
S -1.13087 1.44414 -2.06144
*
```

Properties
Relative energy (zero: lowest compared OMol25 entry of this formula, charge and spin) = 30.3 kcal/mol
Highest occupied orbital energy = -9.64 eV
Electronic energy = -681.4110 Ha
Molar mass = 105.12 g mol⁻¹
HOMO-LUMO gap = 9.5 eV
SMILES = O=C(O)/C=N/S

***

ORCA calculation (the ωB97M-V functional and the def2-TZVPD basis) on a 2-piece molecular cluster, C2H3NO2S overall in a non-equilibrium geometry.

```
! RIJCOSX wB97M-V def2-TZVPD def2/J DEFGRID3
* xyz 0 1
C -0.79844 0.33361 0.11119
C 0.76019 -1.13515 -0.46474
N 1.93344 -1.62655 -0.57431
O -1.18738 2.54969 1.50690
O -1.69047 0.97310 -0.61286
S -0.63731 2.12890 0.22289
H -1.13633 -0.26052 0.90455
H -0.05222 -1.77474 -0.76977
H 2.80852 -1.18834 -0.32383
*
```

Properties
Relative energy (zero: lowest compared OMol25 entry of this formula, charge and spin) = 149.0 kcal/mol
Highest occupied orbital energy (alpha / beta) = -8.43 / -8.43 eV
Electronic energy = -681.2218 Ha
Molar mass = 105.12 g mol⁻¹
HOMO-LUMO gap (alpha / beta) = 8.3 / 8.3 eV

***

ORCA calculation (the ωB97M-V functional and the def2-TZVPD basis) on one molecule with the formula C2H3NO2S in a non-equilibrium geometry.

```
! RIJCOSX wB97M-V def2-TZVPD def2/J DEFGRID3
* xyz 0 1
C 0.07369 -0.60941 0.17966
C -1.00386 -0.21677 1.09465
H 1.19409 0.38347 -2.42710
H 0.50324 -1.69765 0.02820
H 0.23717 1.93741 0.68506
N 0.61402 0.25291 -0.62360
O 1.30160 -0.40024 -1.72619
O -1.61350 -1.11176 1.71368
S -1.30645 1.46203 1.07565
*
```

Properties
Relative energy (zero: lowest compared OMol25 entry of this formula, charge and spin) = 100.1 kcal/mol
Highest occupied orbital energy = -10.12 eV
Electronic energy = -681.2998 Ha
Molar mass = 105.12 g mol⁻¹
HOMO-LUMO gap = 9.3 eV
SMILES = O=C(S)/C=N/O

***

ORCA calculation (the ωB97M-V functional and the def2-TZVPD basis) on one molecule with the formula C2H3NO2S in a non-equilibrium geometry.

```
! RIJCOSX wB97M-V def2-TZVPD def2/J DEFGRID3
* xyz 0 1
C -1.13699 0.83486 0.03934
C 2.06003 -0.60580 -0.01557
H -1.34658 1.89325 -0.08354
H 0.84852 1.41122 0.07960
H 2.45454 -1.60691 0.02620
N 0.15653 0.66456 0.20603
O 0.72385 -0.63945 0.19627
O 2.69643 0.39429 -0.20950
S -2.24704 -0.36016 -0.09383
*
```

Properties
Relative energy (zero: lowest compared OMol25 entry of this formula, charge and spin) = 59.2 kcal/mol
Highest occupied orbital energy = -8.65 eV
Electronic energy = -681.3650 Ha
Molar mass = 105.12 g mol⁻¹
HOMO-LUMO gap = 9.2 eV
SMILES = O=CONC=S

***

ORCA calculation (the ωB97M-V functional and the def2-TZVPD basis) on a 2-piece molecular cluster, C2H3NO3 overall in a non-equilibrium geometry.

```
! RIJCOSX wB97M-V def2-TZVPD def2/J DEFGRID3
* xyz 0 1
C -2.68780 -0.06742 -0.24097
C 1.99455 -0.51204 0.30533
N 0.79714 -0.21709 0.18561
O -2.17990 0.97310 -0.11707
O -3.27691 -1.01910 -0.35016
O 0.63418 1.11870 -0.14734
H 2.29272 -1.59511 0.50348
H 2.84577 0.09028 0.09918
H -0.41975 1.22869 -0.23807
*
```

Properties
Relative energy (zero: lowest compared OMol25 entry of this formula, charge and spin) = 57.1 kcal/mol
Highest occupied orbital energy = -10.01 eV
Electronic energy = -358.4387 Ha
Molar mass = 89.05 g mol⁻¹
HOMO-LUMO gap = 10.5 eV
SMILES = O=C=O.C=NO

***

ORCA calculation (the ωB97M-V functional and the def2-TZVPD basis) on one molecule with the formula C2H3NO3 in a non-equilibrium geometry.

```
! RIJCOSX wB97M-V def2-TZVPD def2/J DEFGRID3
* xyz 0 1
C -1.23079 1.19029 0.40884
C -0.45449 0.38491 -0.25422
N 1.27381 -1.28868 -0.09155
O 1.61035 -1.07415 -1.21313
O 1.78304 -2.07948 0.73575
O 0.19618 -0.60365 0.44507
H -1.60504 2.02016 -0.08162
H -1.22500 1.00910 1.42557
H -0.34805 0.44150 -1.37471
*
```

Properties
Relative energy (zero: lowest compared OMol25 entry of this formula, charge and spin) = 143.1 kcal/mol
Highest occupied orbital energy = -10.42 eV
Electronic energy = -358.3016 Ha
Molar mass = 89.05 g mol⁻¹
HOMO-LUMO gap = 10.3 eV
SMILES = C=CO[N+](=O)[O-]

***

ORCA calculation (the ωB97M-V functional and the def2-TZVPD basis) on one molecule with the formula C2H3NO3 in a non-equilibrium geometry.

```
! RIJCOSX wB97M-V def2-TZVPD def2/J DEFGRID3
* xyz 0 3
C -0.35765 0.64029 0.18422
C 1.23121 -0.01683 -0.12483
N -1.34169 -0.44602 0.03458
O -0.61845 1.73493 0.39479
O -2.20372 -0.18924 -0.75455
O -1.04227 -1.46417 0.58958
H 1.97763 0.69071 0.20284
H 1.13237 -0.17251 -1.12747
H 1.22255 -0.77716 0.60085
*
```

Properties
Relative energy (zero: lowest compared OMol25 entry of this formula, charge and spin) = 109.7 kcal/mol
Highest occupied orbital energy (alpha / beta) = -7.55 / -10.98 eV
Electronic energy = -358.2188 Ha
Molar mass = 89.05 g mol⁻¹
HOMO-LUMO gap (alpha / beta) = 8.3 / 7.1 eV

***

ORCA calculation (the ωB97M-V functional and the def2-TZVPD basis) on an isolated ion of composition C2H3NO4P and charge -1 in a non-equilibrium geometry.

```
! RIJCOSX wB97M-V def2-TZVPD def2/J DEFGRID3
* xyz -1 1
C -0.63984 -0.56719 -1.05563
C -2.02534 -0.57247 1.00890
N -1.36069 -0.40392 0.00177
O 0.68267 -0.57340 -1.10385
O 2.86949 0.28969 0.00036
O 0.66413 1.55053 0.31220
O 1.05767 -0.67619 1.53265
P 1.43564 0.06845 0.33371
H -1.08722 -0.98463 -1.89525
H -2.59379 0.12326 1.42027
H 0.99728 1.74586 -0.55514
*
```

Properties
Relative energy (zero: lowest compared OMol25 entry of this formula, charge and spin) = 9.1 kcal/mol
Highest occupied orbital energy = -3.55 eV
Electronic energy = -775.1601 Ha
Molar mass = 136.02 g mol⁻¹
HOMO-LUMO gap = 7.4 eV

***

ORCA calculation (the ωB97M-V functional and the def2-TZVPD basis) on an isolated ion of composition C2H3NOPS and charge +1 in a non-equilibrium geometry.

```
! RIJCOSX wB97M-V def2-TZVPD def2/J DEFGRID3
* xyz 1 1
C 0.30032 -0.13770 0.36835
C -1.02832 -0.54940 -0.17616
N 1.10216 -0.68658 1.03290
O 2.00895 -0.87834 1.73817
P 1.05761 1.25322 -1.26871
S 0.51938 2.99353 -0.58934
H -0.84924 -0.96394 -1.19209
H -1.50769 0.35836 -0.21126
H -1.60317 -1.38915 0.29814
*
```

Properties
Relative energy (zero: lowest compared OMol25 entry of this formula, charge and spin) = 51.8 kcal/mol
Highest occupied orbital energy = -14.93 eV
Electronic energy = -947.1235 Ha
Molar mass = 120.09 g mol⁻¹
HOMO-LUMO gap = 7.7 eV

***

ORCA calculation (the ωB97M-V functional and the def2-TZVPD basis) on a 2-piece molecular cluster, C2H3NOS overall in a non-equilibrium geometry.

```
! RIJCOSX wB97M-V def2-TZVPD def2/J DEFGRID3
* xyz 0 1
C 0.49851 -0.35819 -0.27038
C 0.42243 1.03171 0.27135
H -1.17602 -1.53414 -0.78890
H -1.73217 -0.14044 0.04562
H 1.37604 1.25284 1.45973
N -0.78430 -0.72632 -0.36380
O -0.39328 1.87400 -0.11621
S 1.78879 -1.39946 -0.23741
*
```

Properties
Relative energy (zero: lowest compared OMol25 entry of this formula, charge and spin) = 64.8 kcal/mol
Highest occupied orbital energy = -9.04 eV
Electronic energy = -606.0841 Ha
Molar mass = 89.12 g mol⁻¹
HOMO-LUMO gap = 8.1 eV

***

ORCA calculation (the ωB97M-V functional and the def2-TZVPD basis) on one molecule with the formula C2H3NOS in a non-equilibrium geometry.

```
! RIJCOSX wB97M-V def2-TZVPD def2/J DEFGRID3
* xyz 0 1
C 0.17459 -0.42122 -0.03937
C -0.85017 0.38381 0.08324
N -2.14666 -0.14944 -0.06498
O -2.05961 -1.78047 -0.20563
S -3.53593 0.55989 0.22415
H 1.22668 -0.28006 -0.05477
H -0.16487 -1.39342 -0.29801
H -0.81842 1.55884 0.21316
*
```

Properties
Relative energy (zero: lowest compared OMol25 entry of this formula, charge and spin) = 130.7 kcal/mol
Highest occupied orbital energy (alpha / beta) = -9.64 / -9.63 eV
Electronic energy = -605.9791 Ha
Molar mass = 89.12 g mol⁻¹
HOMO-LUMO gap (alpha / beta) = 7.2 / 7.2 eV
SMILES = C=C[N+]([O-])=S

***

ORCA calculation (the ωB97M-V functional and the def2-TZVPD basis) on one molecule with the formula C2H3NOS in a non-equilibrium geometry.

```
! RIJCOSX wB97M-V def2-TZVPD def2/J DEFGRID3
* xyz 0 1
C 0.44467 0.12764 -0.27070
C -1.19390 0.49740 -0.14347
N -0.56404 -0.79182 -0.10486
O 2.86931 -0.65312 0.08713
S 1.98120 0.53428 0.09715
H -1.53118 1.09512 0.74356
H -1.71383 0.63438 -1.01908
H -0.29223 -1.44387 0.61027
*
```

Properties
Relative energy (zero: lowest compared OMol25 entry of this formula, charge and spin) = 86.0 kcal/mol
Highest occupied orbital energy = -8.57 eV
Electronic energy = -606.0503 Ha
Molar mass = 89.12 g mol⁻¹
HOMO-LUMO gap = 8.8 eV

***

ORCA calculation (the ωB97M-V functional and the def2-TZVPD basis) on one molecule with the formula C2H3NOS.

```
! RIJCOSX wB97M-V def2-TZVPD def2/J DEFGRID3
* xyz 0 1
C -0.02927 1.13197 -1.03522
C -0.03330 -1.30001 0.92285
H -0.27274 0.10936 -1.38444
H -0.03656 1.95587 -1.73539
H 0.02170 -1.98391 1.79620
N 0.30684 1.43351 0.16259
O -0.35302 -1.67382 -0.17443
S 0.39635 0.32703 1.44784
*
```

Properties
Relative energy (zero: lowest compared OMol25 entry of this formula, charge and spin) = 28.1 kcal/mol
Highest occupied orbital energy = -9.70 eV
Electronic energy = -606.1426 Ha
Molar mass = 89.12 g mol⁻¹
HOMO-LUMO gap = 10.1 eV
SMILES = C=NSC=O

***

ORCA calculation (the ωB97M-V functional and the def2-TZVPD basis) on one molecule with the formula C2H3NOS in a non-equilibrium geometry.

```
! RIJCOSX wB97M-V def2-TZVPD def2/J DEFGRID3
* xyz 0 1
C 1.21074 -0.30581 0.25837
C -0.11460 0.26872 0.17460
N 2.24108 -0.79733 0.32011
O -0.89724 0.07268 1.28294
S -0.90772 -0.42260 -1.38116
H -0.00044 1.46404 0.02323
H -0.93736 -0.86719 1.50404
H -0.59445 0.58750 -2.18213
*
```

Properties
Relative energy (zero: lowest compared OMol25 entry of this formula, charge and spin) = 24.5 kcal/mol
Highest occupied orbital energy = -9.99 eV
Electronic energy = -606.1484 Ha
Molar mass = 89.12 g mol⁻¹
HOMO-LUMO gap = 10.4 eV
SMILES = N#C[C@H](O)S

***

ORCA calculation (the ωB97M-V functional and the def2-TZVPD basis) on a 2-piece molecular cluster, C2H3NOS overall in a non-equilibrium geometry.

```
! RIJCOSX wB97M-V def2-TZVPD def2/J DEFGRID3
* xyz 0 1
C 2.09101 -0.18036 -0.38428
C -1.86378 0.56068 0.10731
N 1.77322 -1.02492 0.40323
O 2.52804 0.45549 -1.23372
S -2.25227 -0.52126 -1.02086
H -1.39819 1.54483 -0.27497
H -2.08624 0.33906 1.21335
H 1.20821 -1.17351 1.18995
*
```

Properties
Relative energy (zero: lowest compared OMol25 entry of this formula, charge and spin) = 27.2 kcal/mol
Highest occupied orbital energy = -9.06 eV
Electronic energy = -606.1441 Ha
Molar mass = 89.12 g mol⁻¹
HOMO-LUMO gap = 8.5 eV
SMILES = N=C=O.C=S

***

ORCA calculation (the ωB97M-V functional and the def2-TZVPD basis) on a 2-piece molecular cluster, C2H3NOS overall in a non-equilibrium geometry.

```
! RIJCOSX wB97M-V def2-TZVPD def2/J DEFGRID3
* xyz 0 1
C -0.24818 -1.10798 1.62690
C -0.01165 1.02798 -1.89445
N 0.79108 -0.74532 2.07605
O -1.02954 0.66657 -1.39242
S -1.64537 -1.49318 1.01654
H 0.05536 1.06176 -3.11125
H 0.91017 1.33199 -1.28600
H 1.17814 -0.74183 2.96462
*
```

Properties
Relative energy (zero: lowest compared OMol25 entry of this formula, charge and spin) = 31.9 kcal/mol
Highest occupied orbital energy = -9.39 eV
Electronic energy = -606.1365 Ha
Molar mass = 89.12 g mol⁻¹
HOMO-LUMO gap = 10.3 eV
SMILES = N=C=S.C=O

***

ORCA calculation (the ωB97M-V functional and the def2-TZVPD basis) on a 2-piece molecular cluster, C2H3NOS overall in a non-equilibrium geometry.

```
! RIJCOSX wB97M-V def2-TZVPD def2/J DEFGRID3
* xyz 0 1
C 1.24952 0.31559 -0.91912
C -0.62201 -0.19424 0.31080
N -0.00330 0.13311 -0.81273
O -2.87407 -0.56846 1.53424
S -2.26275 -0.33832 0.25644
H 1.69460 0.53865 -1.90415
H 1.84238 0.30085 0.07707
H 0.97564 -0.18719 1.45746
*
```

Properties
Relative energy (zero: lowest compared OMol25 entry of this formula, charge and spin) = 130.2 kcal/mol
Highest occupied orbital energy = -9.31 eV
Electronic energy = -605.9798 Ha
Molar mass = 89.12 g mol⁻¹
HOMO-LUMO gap = 8.3 eV

***

ORCA calculation (the ωB97M-V functional and the def2-TZVPD basis) on one molecule with the formula C2H3NOS2 in a non-equilibrium geometry.

```
! RIJCOSX wB97M-V def2-TZVPD def2/J DEFGRID3
* xyz 0 1
C 0.63912 1.41869 -0.33287
C -0.48353 -1.83176 -0.04652
H 1.55775 0.85054 -0.64779
H -0.77073 1.07026 1.14131
H -1.00254 -1.20864 -0.88223
N 0.01883 0.67408 0.61202
O -0.74394 -2.98875 -0.05950
S 0.29259 2.90611 -0.88755
S 0.49245 -0.89053 1.10312
*
```

Properties
Relative energy (zero: lowest compared OMol25 entry of this formula, charge and spin) = 28.0 kcal/mol
Highest occupied orbital energy = -9.10 eV
Electronic energy = -1004.3429 Ha
Molar mass = 121.19 g mol⁻¹
HOMO-LUMO gap = 9.1 eV
SMILES = O=CSNC=S

***

ORCA calculation (the ωB97M-V functional and the def2-TZVPD basis) on one molecule with the formula C2H3NOS2 in a non-equilibrium geometry.

```
! RIJCOSX wB97M-V def2-TZVPD def2/J DEFGRID3
* xyz 0 1
C 0.61039 0.91880 -0.12427
C 0.57738 -0.49631 0.29567
N -0.49392 1.56852 -0.34919
O -1.40235 -1.72856 -0.73842
S -1.87577 1.03970 0.23045
S -1.13468 -1.08567 0.53214
H 1.52634 1.46975 -0.49528
H 0.96725 -1.08467 -0.43446
H 1.22535 -0.60156 1.08334
*
```

Properties
Relative energy (zero: lowest compared OMol25 entry of this formula, charge and spin) = 51.1 kcal/mol
Highest occupied orbital energy = -9.10 eV
Electronic energy = -1004.3061 Ha
Molar mass = 121.19 g mol⁻¹
HOMO-LUMO gap = 9.2 eV

***

ORCA calculation (the ωB97M-V functional and the def2-TZVPD basis) on a 2-piece molecular cluster, C2H3NOS2 overall in a non-equilibrium geometry.

```
! RIJCOSX wB97M-V def2-TZVPD def2/J DEFGRID3
* xyz 0 1
C -2.00624 -0.09905 -1.28895
C 0.82948 0.40379 0.62555
N -1.61318 -1.21164 -1.43733
O -0.31010 0.36673 0.23140
S -1.13166 -2.67823 -1.82512
S 1.92182 -0.97391 0.50628
H -1.86966 0.88698 -1.20136
H 1.34376 1.16781 1.25393
H 1.20283 -1.63589 -0.59174
*
```

Properties
Relative energy (zero: lowest compared OMol25 entry of this formula, charge and spin) = 74.0 kcal/mol
Highest occupied orbital energy = -8.55 eV
Electronic energy = -1004.2695 Ha
Molar mass = 121.19 g mol⁻¹
HOMO-LUMO gap = 8.8 eV
SMILES = C#[N+][S-].O=CS